This record from the OMol25 dataset describes a molecular structure, C32H40GeN7O6S3W in a non-equilibrium geometry. The level of theory is ωB97M-V/def2-TZVPD.

Summary:
Maximum force: 2.0 eV Å⁻¹
Net charge: +1
Orbital gap (spin up / spin down): 5.35 / 6.57 eV
E_HOMO (spin up / spin down): -8.50 / -9.71 eV

Each line ends with the Mulliken charge.
Atoms and positions in Å:
W 0.17658 0.17845 0.29121  2.18
Ge 0.75587 3.44386 1.81367  0.64
S 4.46352 -1.53447 1.17946  -0.23
S 2.88203 0.62442 -4.37761  1.14
S -0.17448 0.52381 5.07470  -0.18
O 2.84989 -0.55252 -3.54232  -0.54
O 0.51844 0.69252 -1.86897  -0.56
O -6.37766 2.51855 -0.37968  -0.52
O -5.83636 -3.64713 0.55701  -0.54
O 0.09699 -1.41216 -1.55804  -1.04
O 3.84911 0.59332 -5.43420  -0.73
N 0.05007 0.05259 2.56560  0.28
N -1.62135 1.15322 -0.27146  0.70
N 2.79499 -2.21488 -0.82742  -0.29
N -1.39715 -1.20988 0.68830  0.28
N 1.43948 0.91274 -5.14108  -0.28
N 1.96758 -0.95522 0.96034  0.23
N -2.16696 0.41410 3.27546  -0.16
C -4.03971 1.13643 -0.35578  -0.78
C 2.36765 -0.56353 2.24025  -0.53
C 4.78116 3.15278 -1.95836  -0.88
C -4.52616 -4.16140 0.56331  -0.86
C -3.45182 -3.10931 0.66583  0.29
C -3.72220 -1.78966 0.41717  -1.07
C 2.91083 4.36211 -2.84481  -0.67
C 2.47877 3.22133 -3.50707  -0.29
C -1.15484 -2.50815 0.96150  -0.23
C -2.11829 -3.47380 0.95190  -1.34
C 0.84026 5.05250 0.65717  -1.13
C -4.06398 2.39270 -0.90165  -0.04
C 1.32116 -0.08518 3.11899  -0.66
C 1.92918 3.76407 3.38058  -1.13
C -1.10063 3.43086 2.52429  -1.08
C 1.10597 1.85738 0.76159  -0.46
C -2.83031 3.01813 -1.17677  -1.00
C 3.67361 -0.76838 2.51196  -0.53
C 2.95307 -1.54895 0.31219  0.12
C 4.60792 5.59820 -1.43854  -1.65
C 0.18801 -0.43072 -2.34766  0.75
C -2.68464 -0.84155 0.39478  0.50
C -0.84088 0.33216 3.48636  -0.14
C 3.20489 2.05260 -3.38170  0.47
C 4.07794 4.35098 -2.08636  0.88
C -5.36579 3.08548 -1.18483  -0.68
C 4.34812 2.00649 -2.59751  -0.82
C -1.66948 2.37553 -0.85115  -0.67
C -0.26763 -0.54404 -3.78954  -0.69
C 1.38716 0.14752 4.44880  -0.05
C 0.06005 0.71466 -4.62010  -0.90
C -2.81976 0.50252 -0.06599  0.49
H 2.92882 4.06895 3.07432  0.37
H -0.18805 1.57458 -3.99502  0.23
H -1.35055 -0.68186 -3.73980  0.45
H 0.16736 -1.43799 -4.23526  0.34
H 1.91628 -2.08052 -1.32034  0.16
H -1.49540 4.44606 2.48895  0.53
H 3.58983 -2.39245 -1.41893  0.29
H 1.60393 3.23952 -4.14138  0.47
H 4.90882 1.08275 -2.53066  0.48
H -1.86838 -4.50662 1.14665  0.48
H 5.63182 5.78166 -1.76528  0.47
H 1.86287 5.28010 0.36472  0.20
H -4.40624 -4.66412 -0.40032  0.30
H -2.74779 0.80719 3.99512  0.28
H -1.74876 2.79481 1.92384  0.06
H 2.34643 5.28046 -2.94406  0.36
H -0.57411 0.73432 -5.50520  0.51
H -5.25571 4.15927 -0.99197  0.35
H -4.39163 -4.91496 1.34810  0.42
H 5.68975 3.12693 -1.36960  0.43
H -1.13891 3.10596 3.56289  0.35
H -5.60494 2.97039 -2.25103  0.30
H 1.56936 0.56210 -6.08162  0.32
H -4.72982 -1.48798 0.17163  0.82
H 2.23668 0.08064 5.10438  0.49
H -4.97110 0.64366 -0.12217  0.69
H -0.12449 -2.76140 1.18671  0.46
H -2.50536 0.46425 2.32766  0.09
H 1.49141 4.57000 3.96866  0.37
H -6.03261 -3.25502 1.41431  0.32
H 2.01357 2.88083 4.01103  0.25
H 4.22198 -0.54128 3.40833  0.48
H 4.00081 6.46458 -1.69272  0.35
H -7.22559 2.90719 -0.61181  0.31
H 0.24981 4.91306 -0.24807  0.29
H -0.70706 2.83859 -1.02534  0.54
H 1.94437 2.01632 0.06490  0.54
H -2.79538 4.00606 -1.61333  0.49
H 4.62841 5.49152 -0.35254  0.32
H 0.44233 5.91090 1.19721  0.44